C8H10S | ωB97M-V with the def2-TZVPD basis set

XYZ file:
```
19
Properties=species:S:1:pos:R:3:forces:R:3
C -1.22098 1.62705 -0.90614 0.5925 -0.5557 -0.8114
C -0.86173 2.30354 0.17531 -0.5647 2.1473 2.5312
C 1.09776 -1.24140 0.34240 2.1379 -1.6279 -1.7641
C 0.07732 -0.85614 -0.70724 -0.1377 1.8680 -3.4399
C -1.59392 0.13956 1.07887 -0.8692 2.2829 -0.7734
C 1.81084 -0.01347 0.85861 -1.7310 0.7214 1.6075
C -0.86283 0.27819 -0.29063 0.3101 -0.1182 0.7820
C -0.42985 1.04937 0.91283 1.6248 -0.0900 -0.0636
S 2.75471 0.96271 -0.23279 -1.2329 0.4172 -1.0874
H -1.63585 1.91250 -1.85915 -0.4041 -0.0348 -0.0670
H -1.20459 3.30380 0.67990 1.0166 -1.7407 -1.4409
H 0.70648 -2.06443 0.97716 0.2167 1.2308 0.5269
H 1.97726 -1.81542 -0.21080 -1.6668 0.8858 0.7513
H 0.57033 -0.49549 -1.72787 -0.4468 -0.4379 2.1704
H -0.53369 -1.61478 -1.14429 -0.1763 -1.3568 0.3424
H -2.60454 0.65205 1.28277 1.5679 -1.2475 -0.4162
H -1.33413 -0.76334 1.51361 -0.1626 -1.7636 1.1554
H 2.39205 -0.01150 1.82786 -1.1554 -0.3055 -0.9315
H 1.74742 1.21982 -1.18271 1.0810 -0.2747 0.9284
```
Positions in Å, forces in eV/Å.

Results
E_tot (eV): -19286.10978
Gap between HOMO and LUMO (spin up / spin down) (eV): 8.02 / 7.66
2S+1: 1
Charge: 0
LUMO (spin up / spin down) (eV): 0.0 / -0.1
Energy above the lowest of the compared OMol25 structures with the same formula, charge and spin (eV): 7.524